{"formula": "C25H36F6N10OSbTcTe", "method": "ωB97M-V/def2-TZVPD", "orbital_gap_ev": [6.175, 5.623], "lumo_ev": [-2.119, -2.898], "total_energy_ha": -2785.33612, "multiplicity": 3, "species": ["C", "N", "H", "C", "C", "N", "F", "H", "C", "H", "H", "H", "H", "C", "N", "F", "N", "N", "C", "H", "H", "C", "H", "H", "H", "H", "C", "H", "C", "H", "N", "C", "H", "H", "F", "N", "H", "Tc", "C", "N", "C", "C", "H", "H", "F", "C", "C", "H", "O", "H", "H", "H", "H", "H", "H", "C", "H", "H", "H", "C", "F", "Te", "H", "C", "H", "H", "C", "C", "C", "C", "N", "C", "H", "H", "N", "C", "F", "H", "H", "Sb", "C"], "positions_angstrom": [[2.952, -3.857, 0.532], [3.152, -1.638, -1.749], [-4.159, -1.095, 1.470], [2.430, 1.750, 0.660], [-1.483, -3.906, 3.049], [0.431, 1.892, 1.344], [-1.399, 0.480, -0.816], [4.397, 1.859, 0.122], [-1.456, -1.721, -2.514], [-3.749, -2.806, 1.274], [0.230, -2.087, -4.274], [-2.646, 0.392, 2.875], [4.000, -3.686, 0.286], [0.782, -4.570, 2.890], [2.389, 2.798, 1.465], [-4.193, 2.999, -1.660], [-0.026, -1.894, -2.180], [3.557, 1.310, 0.035], [1.049, 1.877, -4.900], [1.586, -5.247, 3.154], [-3.773, 1.901, 3.755], [0.729, -1.606, -3.426], [1.247, -3.440, -1.551], [-0.121, -3.969, -2.559], [-0.741, -5.768, 3.818], [-0.389, -3.498, -0.864], [-3.339, -1.798, 1.324], [1.051, 3.725, -3.812], [-2.313, -1.681, 2.448], [-1.335, 0.136, 1.737], [4.387, -1.391, -1.898], [-1.807, -0.258, 2.631], [-2.477, -4.041, 3.460], [2.774, -4.933, 0.553], [-3.320, 1.858, 0.582], [2.603, -0.673, -0.956], [-0.153, 1.392, 4.081], [0.644, -0.416, -0.637], [-0.512, -4.859, 3.281], [1.236, 1.155, 0.552], [0.192, -3.289, -1.761], [0.994, 2.646, -3.748], [2.352, -3.438, -0.268], [-2.067, -1.791, -1.626], [-1.582, 3.136, -0.922], [-1.214, -2.724, 2.365], [-3.575, 2.951, 3.551], [0.985, -0.105, -5.722], [0.287, -1.558, 0.889], [-1.613, -0.747, -2.969], [-1.441, 2.025, 5.150], [0.780, 2.654, -1.624], [4.158, -1.761, 1.807], [2.556, -1.087, 1.503], [-1.751, -2.502, -3.220], [0.059, -2.556, 1.784], [-1.077, -0.216, 3.444], [3.018, -1.534, 3.136], [1.159, 2.354, -5.864], [-0.691, 2.276, 4.408], [-2.316, 1.611, -3.054], [-1.634, 3.135, 2.722], [-3.617, 3.527, 4.474], [0.952, 0.495, -4.821], [3.092, -3.845, 2.641], [1.727, -2.030, -3.320], [1.107, -3.426, 2.169], [3.104, -1.818, 2.086], [0.812, -0.116, -3.585], [2.586, -3.241, 1.880], [1.118, 2.840, 1.866], [0.757, 0.649, -2.413], [0.021, 3.000, 4.795], [-2.834, -1.927, 3.379], [4.745, -0.261, -1.248], [3.634, 0.161, -0.694], [-3.942, 0.261, -1.406], [-4.293, 3.330, 2.830], [-2.882, -1.575, 0.367], [-2.836, 1.774, -1.262], [0.844, 2.036, -2.511]], "forces_ev_per_angstrom": [[0.05, 0.03, -0.02], [-0.09, -0.27, 0.04], [-0.03, 0.04, -0.03], [0.05, -0.11, 0.08], [0.10, 0.03, 0.09], [-0.07, -0.12, -0.10], [-0.03, -0.12, 0.57], [0.00, -0.01, 0.03], [-0.08, -0.02, -0.04], [-0.01, -0.02, 0.03], [-0.01, 0.00, 0.00], [-0.10, -0.05, 0.03], [0.04, 0.01, -0.01], [-0.08, -0.02, 0.04], [0.13, -0.04, -0.06], [0.00, -0.04, -0.04], [0.01, 0.11, 0.00], [0.01, 0.03, -0.06], [0.01, -0.01, 0.00], [0.02, -0.03, 0.01], [-0.03, 0.05, 0.02], [0.10, 0.07, -0.06], [-0.18, 0.01, -0.20], [-0.01, 0.00, 0.00], [-0.01, -0.03, 0.01], [-0.02, 0.01, 0.02], [0.06, 0.02, 0.03], [0.02, 0.03, 0.00], [-0.20, -0.03, -0.14], [0.01, -0.02, -0.08], [0.08, -0.07, -0.04], [0.18, -0.12, -0.06], [-0.04, -0.01, 0.00], [-0.02, -0.03, 0.00], [0.21, -0.05, 0.11], [-0.15, -0.05, 0.03], [0.01, 0.11, -0.03], [0.25, 0.13, -0.48], [0.04, 0.03, -0.04], [0.05, 0.29, 0.09], [0.07, -0.04, -0.03], [-0.03, -0.01, 0.03], [0.20, 0.06, 0.15], [-0.12, -0.07, 0.21], [-0.02, -0.04, 0.04], [-0.01, -0.04, 0.18], [0.00, -0.02, -0.01], [-0.01, -0.01, -0.03], [0.10, 0.17, 0.03], [-0.01, -0.01, -0.01], [-0.06, -0.02, 0.01], [0.00, 0.01, 0.01], [0.03, 0.01, -0.01], [0.00, 0.01, 0.01], [-0.01, 0.01, 0.00], [-0.06, -0.08, -0.09], [-0.10, -0.12, -0.08], [-0.01, 0.01, 0.03], [-0.01, 0.02, -0.03], [0.16, 0.10, -0.02], [0.02, 0.00, 0.03], [-0.17, 0.12, -0.01], [0.00, 0.01, 0.01], [0.01, -0.03, 0.02], [-0.01, 0.01, -0.04], [-0.09, 0.00, -0.05], [-0.02, -0.04, -0.02], [-0.04, -0.01, 0.03], [-0.01, -0.03, 0.02], [-0.01, 0.00, -0.03], [-0.06, 0.06, 0.05], [-0.06, -0.08, 0.05], [0.01, 0.07, 0.01], [-0.03, -0.02, -0.04], [-0.08, 0.17, 0.09], [0.10, -0.01, 0.03], [0.04, 0.05, -0.05], [-0.01, 0.00, -0.04], [0.07, 0.11, -0.24], [-0.08, -0.05, 0.04], [0.04, 0.03, 0.03]], "lowdin_spin": [0.00, 0.00, 0.00, 0.01, 0.00, 0.07, 0.01, 0.00, 0.00, 0.00, 0.00, 0.01, 0.00, 0.00, 0.00, 0.00, 0.00, 0.00, 0.00, 0.00, 0.01, 0.00, 0.00, 0.00, 0.00, 0.00, 0.00, 0.00, 0.00, 0.00, 0.00, 0.02, 0.00, 0.00, 0.03, -0.01, 0.01, 0.84, 0.01, 0.01, 0.00, 0.00, 0.00, 0.00, 0.00, 0.01, 0.06, 0.00, 0.08, 0.00, 0.00, 0.00, 0.00, 0.00, 0.00, 0.00, 0.00, 0.00, 0.00, 0.05, 0.00, 0.70, 0.01, 0.00, 0.00, 0.00, 0.01, 0.00, 0.00, 0.00, 0.01, 0.00, 0.01, 0.00, 0.00, 0.00, 0.00, 0.00, 0.00, 0.00, 0.01]}